[1]
Formula: C28H28CoN4OS4Te
Source: OMol25
Level of theory: ωB97M-V/def2-TZVPD

```
67
Properties=species:S:1:pos:R:3
Co -1.07 1.34 -0.28
C -4.54 -0.96 0.01
C -3.21 -0.31 0.20
N -2.63 0.34 -0.74
N -3.25 0.40 -1.94
C -2.58 1.12 -2.82
N -3.15 1.16 -4.08
S -1.12 1.96 -2.56
C -2.48 -0.30 1.48
C -2.84 -1.06 2.59
C -2.02 -1.05 3.71
C -0.88 -0.26 3.71
C -0.62 0.50 2.58
N -1.39 0.49 1.50
H -4.52 -1.57 -0.89
H -5.30 -0.19 -0.13
H -4.82 -1.59 0.86
H -4.14 0.94 -4.05
H -2.94 2.01 -4.57
H -3.72 -1.67 2.56
H -2.27 -1.66 4.57
H -0.22 -0.22 4.56
H 0.24 1.17 2.53
S -2.57 3.27 0.31
C -1.39 4.57 0.28
C -1.81 5.90 0.25
C -0.93 6.97 0.26
C 0.44 6.72 0.28
C 0.89 5.41 0.31
C 0.01 4.32 0.30
S 0.68 2.69 0.34
H -2.88 6.09 0.23
H -1.30 7.99 0.23
H 1.15 7.54 0.28
H 1.95 5.19 0.32
Te -0.67 -3.21 -0.16
C -1.72 -5.00 0.26
C -3.00 -5.34 -0.08
C -3.45 -6.59 0.44
C -2.49 -7.22 1.18
S -1.07 -6.26 1.25
H -3.61 -4.69 -0.70
H -4.43 -7.00 0.26
H -2.55 -8.17 1.69
C 6.94 -0.63 -1.51
C 5.49 -0.59 -1.13
C 4.55 0.00 -1.96
C 3.19 0.02 -1.65
C 2.23 0.69 -2.59
C 2.77 -0.57 -0.45
C 1.35 -0.58 -0.03
O 0.39 -0.30 -0.72
C 3.71 -1.18 0.40
C 3.29 -1.87 1.68
C 5.05 -1.18 0.05
H 7.12 -0.14 -2.46
H 7.29 -1.66 -1.59
H 7.56 -0.14 -0.75
H 4.88 0.47 -2.89
H 2.75 1.05 -3.48
H 1.75 1.53 -2.09
H 1.43 0.02 -2.89
H 1.17 -0.90 1.01
H 2.89 -1.17 2.41
H 4.15 -2.38 2.12
H 2.51 -2.62 1.49
H 5.77 -1.66 0.71
```

The HOMO energy (spin up / spin down) is -0.83 / -0.92 eV. The value obtained for the HOMO-LUMO gap (spin up / spin down) is 0.18187 / 0.18492 Eh. The relative energy (zero: lowest compared OMol25 entry of this formula, charge and spin) comes out at 0.00 kJ/mol. As for the spin multiplicity: 2. As for the LUMO energy (spin up / spin down): 0.1512 / 0.1512 hartree. The total charge is -2.

***

[2]
Formula: C3H10CsN2O2
Source: OMol25
Level of theory: ωB97M-V/def2-TZVPD

```
18
Properties=species:S:1:pos:R:3
Cs 2.38 -0.73 1.69
C 1.06 0.77 -3.19
C 1.48 -0.52 -2.41
O 1.36 -0.33 -1.05
H 1.21 0.54 -4.25
H 1.69 1.62 -2.96
H 0.02 1.00 -2.93
H 2.52 -0.78 -2.61
H 0.80 -1.36 -2.60
H 0.44 -0.51 -0.85
C -1.31 -0.08 2.28
O -0.45 -0.36 1.49
N -2.04 -0.97 2.88
N -1.63 1.15 2.47
H -1.70 -1.91 2.97
H -2.56 -0.61 3.67
H -0.85 1.77 2.32
H -2.42 1.31 3.09
```

The HOMO energy is -13.29 eV. The value obtained for the HOMO-LUMO gap is 0.36972 Eh. The relative energy (zero: lowest compared OMol25 entry of this formula, charge and spin) comes out at 63.91 kJ/mol. As for the LUMO energy: -0.1186 hartree. The total charge is +1.

***

[3]
Formula: C4H4ClFOS
Source: OMol25
Level of theory: ωB97M-V/def2-TZVPD

```
12
Properties=species:S:1:pos:R:3
C 2.26 -2.06 0.68
C 0.55 -0.33 -0.10
C -0.72 0.01 0.02
C -1.70 -0.72 0.57
H 2.69 -2.44 -0.26
H 2.80 -1.09 1.15
H 2.46 -2.92 1.41
H -1.45 -1.67 0.86
O 0.81 -1.53 0.57
F -2.93 -0.31 0.42
S 1.71 0.75 -0.61
Cl -0.96 1.75 -0.51
```

The HOMO energy is -8.51 eV. The value obtained for the HOMO-LUMO gap is 0.27823 Eh. The relative energy (zero: lowest compared OMol25 entry of this formula, charge and spin) comes out at 319.74 kJ/mol. The SMILES is COC(=S)/C(Cl)=C/F. As for the LUMO energy: -0.0345 hartree.

***

[4]
Formula: C5H7N
Source: OMol25
Level of theory: ωB97M-V/def2-TZVPD

```
13
Properties=species:S:1:pos:R:3
C -0.31 0.74 1.48
C -0.58 0.54 0.18
C 0.46 0.92 -0.76
N 0.52 -0.04 -1.63
C -0.47 -1.14 -1.45
C -1.20 -0.64 -0.40
H 1.05 -1.11 1.07
H 0.47 1.41 1.82
H -0.77 0.10 2.23
H 1.12 1.78 -0.73
H 1.24 -0.10 -2.34
H 0.76 -1.55 0.54
H -1.98 -1.19 0.12
```

The HOMO energy is -7.92 eV. The value obtained for the HOMO-LUMO gap is 0.26764 Eh. The relative energy (zero: lowest compared OMol25 entry of this formula, charge and spin) comes out at 491.58 kJ/mol. As for the LUMO energy: -0.0234 hartree.

***

[5]
Formula: C24H36N4O3SeV
Source: OMol25
Level of theory: ωB97M-V/def2-TZVPD

```
69
Properties=species:S:1:pos:R:3
V 1.15 -0.80 0.76
Se -0.65 -1.89 3.21
N 0.04 -2.28 1.59
C -0.18 -3.57 1.35
C 0.21 -4.27 0.17
C -0.08 -5.59 0.09
C -0.74 -6.30 1.16
C -1.12 -5.67 2.29
C -0.85 -4.26 2.42
N -1.18 -3.55 3.48
H 0.72 -3.74 -0.63
H 0.20 -6.14 -0.80
H -0.93 -7.35 1.04
H -1.62 -6.19 3.10
C 2.92 -0.81 4.22
C 2.81 0.32 3.21
C 4.14 0.56 2.52
C 2.28 1.59 3.86
O 1.85 -0.08 2.20
H 3.78 -0.64 4.87
H 3.07 -1.77 3.71
H 2.04 -0.88 4.85
H 4.90 0.82 3.26
H 4.08 1.37 1.80
H 4.47 -0.34 2.00
H 3.01 1.96 4.58
H 1.34 1.39 4.38
H 2.10 2.37 3.12
C 0.88 -1.87 -3.15
C 1.94 -1.29 -2.24
C 2.36 0.10 -2.70
C 3.14 -2.21 -2.11
O 1.34 -1.14 -0.92
H 1.24 -1.87 -4.18
H -0.03 -1.27 -3.11
H 0.63 -2.89 -2.87
H 2.87 0.03 -3.67
H 3.05 0.55 -1.99
H 1.50 0.75 -2.82
H 3.73 -2.18 -3.02
H 2.83 -3.24 -1.93
H 3.78 -1.89 -1.28
C -4.02 1.17 -0.21
C -3.61 1.34 -1.67
N -3.37 2.72 -2.07
C -4.46 3.42 -2.77
C -5.28 4.32 -1.86
C -2.26 3.47 -1.82
O -2.20 4.62 -2.21
C -1.04 2.95 -1.07
C -0.04 3.90 -0.89
C 1.14 3.56 -0.24
C 1.29 2.27 0.22
N 0.34 1.34 0.08
C -0.79 1.68 -0.55
H -4.07 0.11 0.05
H -5.00 1.61 -0.03
H -3.31 1.65 0.46
H -4.41 0.97 -2.31
H -2.74 0.72 -1.93
H -5.09 2.66 -3.23
H -4.01 4.01 -3.58
H -5.70 3.77 -1.03
H -6.10 4.77 -2.42
H -4.66 5.13 -1.47
H -0.21 4.89 -1.28
H 1.92 4.29 -0.10
H 2.20 1.96 0.72
H -1.51 0.88 -0.61
```

The HOMO energy (spin up / spin down) is -11.07 / -11.16 eV. The value obtained for the HOMO-LUMO gap (spin up / spin down) is 0.25760 / 0.25872 Eh. As for the LUMO energy (spin up / spin down): -0.1491 / -0.1516 hartree. The total charge is +1.

***

[6]
Formula: C2H3Cl2N3OS
Source: OMol25
Level of theory: ωB97M-V/def2-TZVPD

```
12
Properties=species:S:1:pos:R:3
C -0.22 0.28 -1.64
C 0.40 -0.08 0.82
N -1.35 -0.41 -1.50
N 0.69 0.25 -0.61
N -0.54 -1.20 0.79
O -0.36 0.75 1.47
S -1.84 -1.15 -0.23
Cl 0.13 1.07 -3.07
Cl 2.07 -0.37 1.40
H 1.48 0.94 -0.66
H -0.50 -1.65 1.65
H 0.02 1.57 1.58
```

The HOMO energy (spin up / spin down) is -20.39 / -20.39 eV. The value obtained for the HOMO-LUMO gap (spin up / spin down) is 0.26837 / 0.26840 Eh. The relative energy (zero: lowest compared OMol25 entry of this formula, charge and spin) comes out at 104.59 kJ/mol. As for the LUMO energy (spin up / spin down): -0.4809 / -0.4809 hartree. The total charge is +2.

***

[7]
Formula: C41H34CsN5O2PS
Source: OMol25
Level of theory: ωB97M-V/def2-TZVPD

```
85
Properties=species:S:1:pos:R:3
Cs -1.58 -0.37 0.68
C -6.17 -2.63 -0.47
C -4.68 -2.33 -0.58
N -4.05 -1.68 0.34
N -4.67 -1.32 1.45
C -4.32 -0.21 2.08
O -3.63 0.73 1.62
C -4.92 -0.08 3.45
C -4.18 0.56 4.44
C -4.71 0.74 5.70
C -6.00 0.30 5.98
C -6.73 -0.34 5.00
C -6.20 -0.54 3.74
C -3.95 -2.73 -1.77
C -4.58 -3.42 -2.82
C -3.88 -3.69 -3.98
C -2.56 -3.28 -4.07
C -2.00 -2.65 -2.97
N -2.66 -2.38 -1.86
H -6.49 -2.25 0.49
H -6.37 -3.70 -0.52
H -6.73 -2.12 -1.26
H -3.19 0.91 4.20
H -4.13 1.22 6.47
H -6.43 0.47 6.96
H -7.73 -0.69 5.22
H -6.77 -1.04 2.97
H -5.61 -3.74 -2.72
H -4.37 -4.21 -4.79
H -1.98 -3.45 -4.97
H -0.96 -2.34 -2.98
N 1.15 1.45 -2.96
P 0.12 1.89 -1.67
C 1.30 2.91 -0.68
C 1.92 4.04 -1.20
C 2.82 4.75 -0.43
C 3.09 4.35 0.87
C 2.49 3.22 1.39
C 1.60 2.49 0.61
C -0.70 3.27 -2.57
C -1.16 4.38 -1.87
C -1.84 5.39 -2.52
C -2.09 5.29 -3.88
C -1.68 4.18 -4.58
C -0.99 3.17 -3.92
C 1.62 0.17 -3.04
C 2.47 -0.25 -4.07
C 2.84 -1.57 -4.11
C 2.37 -2.44 -3.12
C 1.56 -1.92 -2.13
N 1.18 -0.65 -2.09
H 1.61 2.15 -3.53
H 1.70 4.38 -2.20
H 3.31 5.62 -0.84
H 3.80 4.92 1.47
H 2.71 2.88 2.39
H 1.18 1.58 1.00
H -0.96 4.45 -0.80
H -2.16 6.26 -1.97
H -2.63 6.08 -4.38
H -1.89 4.09 -5.63
H -0.68 2.28 -4.47
H 2.83 0.46 -4.80
H 3.49 -1.94 -4.89
H 2.65 -3.48 -3.13
H 1.20 -2.54 -1.32
C 7.38 -3.43 1.72
C 8.38 -3.13 2.80
O 9.44 -3.69 2.93
S 7.95 -1.81 3.92
C 6.28 -1.40 3.44
C 5.22 -2.09 4.01
C 3.94 -1.84 3.60
C 3.66 -0.88 2.60
C 4.75 -0.17 2.07
C 6.04 -0.42 2.48
C 2.34 -0.67 2.16
C 1.18 -0.52 1.79
H 6.36 -3.43 2.10
H 7.62 -4.39 1.27
H 7.44 -2.65 0.96
H 5.42 -2.83 4.77
H 3.11 -2.38 4.03
H 4.57 0.58 1.31
H 6.88 0.12 2.05
```

The HOMO energy is -4.89 eV. The value obtained for the HOMO-LUMO gap is 0.25320 Eh. The relative energy (zero: lowest compared OMol25 entry of this formula, charge and spin) comes out at 125.54 kJ/mol. As for the LUMO energy: 0.0736 hartree. The total charge is -1.

***

[8]
Formula: C43H46BCl77IN2O6P
Source: OMol25
Level of theory: ωB97M-V/def2-TZVPD

```
177
Properties=species:S:1:pos:R:3
C -2.43 5.19 -0.29
C -1.61 4.40 0.11
C -0.54 3.73 0.90
O 0.56 4.61 1.15
C 0.23 5.74 1.84
Cl 0.73 7.16 0.84
I 1.24 5.91 3.73
B -1.15 3.03 2.23
O -2.49 2.95 2.49
O -0.25 2.54 3.13
C -0.02 2.52 0.06
C 1.32 1.94 0.59
C 1.22 0.43 0.95
C 2.17 -0.47 0.14
C 2.41 -1.79 0.89
N 3.68 -2.43 0.51
C 3.67 -2.84 -0.90
C 3.86 -3.57 1.38
C 2.96 -4.78 1.26
O 4.74 -3.57 2.20
N -0.06 2.78 -1.40
C 0.14 1.51 -2.11
C -0.21 1.53 -3.59
C 0.01 0.09 -4.13
C -1.31 -0.63 -4.47
C -1.25 -2.13 -4.05
C -2.23 -2.42 -2.89
C -1.72 -3.50 -1.92
C -2.13 -3.15 -0.48
C -1.58 -4.17 0.53
C -1.51 -3.57 1.95
O -0.20 -3.67 2.47
C -0.03 -2.80 3.57
P 1.09 4.01 -1.86
C 0.17 4.96 -3.15
O 2.33 3.27 -2.71
H -3.13 5.89 -0.66
H -0.83 5.88 2.02
H -2.98 2.53 1.78
H -0.56 1.71 3.52
H -0.76 1.72 0.22
H 2.09 2.02 -0.18
H 1.65 2.45 1.48
H 1.45 0.31 2.01
H 0.20 0.05 0.81
H 3.11 0.02 -0.13
H 1.65 -0.75 -0.78
H 1.58 -2.50 0.71
H 2.44 -1.62 1.97
H 3.75 -1.95 -1.53
H 4.54 -3.47 -1.10
H 2.75 -3.38 -1.16
H 3.50 -5.70 1.47
H 2.11 -4.72 1.94
H 2.55 -4.83 0.25
H -0.48 0.73 -1.66
H 1.17 1.13 -2.03
H 0.44 2.19 -4.17
H -1.24 1.87 -3.77
H 0.54 -0.49 -3.38
H 0.66 0.11 -5.00
H -2.10 -0.16 -3.87
H -1.60 -0.51 -5.51
H -1.49 -2.75 -4.91
H -0.26 -2.39 -3.69
H -2.38 -1.50 -2.31
H -3.19 -2.72 -3.31
H -2.08 -4.49 -2.19
H -0.63 -3.48 -1.94
H -1.68 -2.18 -0.24
H -3.21 -3.06 -0.41
H -0.59 -4.49 0.22
H -2.23 -5.04 0.58
H -2.24 -4.08 2.60
H -1.81 -2.51 1.90
H -0.75 -3.02 4.36
H 0.97 -2.95 3.97
H -0.15 -1.75 3.27
H 0.30 6.03 -2.97
H -0.89 4.74 -3.09
H 0.50 4.69 -4.16
H 2.73 3.89 -3.33
C 5.29 4.91 -0.44
Cl 5.95 5.52 -1.96
Cl 3.79 5.74 -0.09
Cl 4.98 3.17 -0.58
Cl 6.46 5.19 0.86
C -4.74 0.74 -0.35
Cl -4.49 -0.50 0.88
Cl -5.92 1.92 0.22
Cl -3.19 1.56 -0.64
Cl -5.32 0.00 -1.84
C -6.20 -4.65 2.17
Cl -5.31 -5.98 1.41
Cl -7.93 -4.98 2.12
Cl -5.67 -4.50 3.85
Cl -5.85 -3.15 1.30
C -1.87 1.41 -8.71
Cl -1.09 2.12 -7.29
Cl -0.72 1.34 -10.05
Cl -2.43 -0.22 -8.33
Cl -3.25 2.41 -9.18
C -9.57 -1.43 4.49
Cl -8.99 0.08 5.21
Cl -11.10 -1.13 3.64
Cl -8.37 -2.03 3.34
Cl -9.82 -2.63 5.75
C 9.00 2.89 -3.17
Cl 7.68 2.75 -4.36
Cl 9.82 1.33 -3.02
Cl 10.15 4.11 -3.73
Cl 8.33 3.36 -1.62
C -5.21 -3.18 -5.91
Cl -6.54 -3.33 -7.05
Cl -4.42 -4.75 -5.72
Cl -4.04 -2.00 -6.49
Cl -5.83 -2.65 -4.34
C 1.85 -7.71 -1.19
Cl 2.19 -8.97 0.03
Cl 0.59 -6.62 -0.62
Cl 3.33 -6.80 -1.47
Cl 1.32 -8.48 -2.69
C 4.31 9.39 4.31
Cl 3.07 8.91 3.17
Cl 3.91 10.97 5.02
Cl 4.42 8.19 5.60
Cl 5.87 9.50 3.49
C 1.98 10.14 -1.59
Cl 0.74 9.97 -2.83
Cl 2.82 8.60 -1.38
Cl 3.14 11.38 -2.07
Cl 1.23 10.61 -0.06
C 7.39 -5.78 3.32
Cl 8.69 -6.74 4.04
Cl 5.99 -6.82 3.03
Cl 6.95 -4.48 4.42
Cl 7.94 -5.10 1.79
C -1.47 -8.90 2.92
Cl -0.84 -8.17 4.40
Cl -0.26 -8.76 1.64
Cl -1.86 -10.59 3.21
Cl -2.93 -8.03 2.42
C -6.85 -5.24 7.87
Cl -8.03 -5.81 6.68
Cl -7.43 -3.75 8.61
Cl -6.62 -6.47 9.11
Cl -5.31 -4.93 7.05
C 2.71 -11.73 3.68
Cl 2.57 -10.44 2.47
Cl 4.42 -12.00 4.06
Cl 1.85 -11.25 5.14
Cl 2.00 -13.21 3.03
C 3.84 0.90 -6.63
Cl 2.56 0.76 -7.84
Cl 4.62 -0.67 -6.39
Cl 5.03 2.08 -7.18
Cl 3.11 1.46 -5.12
C -4.54 -9.53 11.19
Cl -3.21 -10.41 11.95
Cl -5.90 -10.62 10.94
Cl -5.03 -8.19 12.23
Cl -4.00 -8.89 9.63
C 3.83 5.88 -8.96
Cl 2.88 7.19 -8.27
Cl 3.18 4.33 -8.43
Cl 3.77 5.96 -10.73
Cl 5.51 6.02 -8.42
C -3.62 9.20 1.20
Cl -4.65 8.23 0.13
Cl -1.96 8.60 1.15
Cl -3.65 10.88 0.66
Cl -4.25 9.09 2.85
C 0.78 13.86 2.53
Cl 1.84 12.62 3.22
Cl -0.82 13.16 2.25
Cl 0.64 15.21 3.66
Cl 1.45 14.43 1.00
```

The HOMO energy is -7.92 eV. The value obtained for the HOMO-LUMO gap is 0.28491 Eh. As for the LUMO energy: -0.0060 hartree.